ORCA calculation (ωB97M-V with the def2-TZVPD basis set) on 2 unconnected molecules or ions with the total composition C4H14NO in a non-equilibrium geometry.

CARTESIAN COORDINATES (ANGSTROEM)
C -0.2816 0.7370 1.7544
C 1.0576 0.2698 1.1714
N 0.9845 -0.1962 -0.1987
C 0.4857 0.7740 -1.2496
C -1.0454 0.8535 -1.3419
H -0.2069 0.9635 2.8185
H -1.0941 -0.0064 1.6731
H -0.6198 1.6697 1.2900
H 1.8782 1.0629 1.2510
H 1.4675 -0.5674 1.7064
H 0.3907 -1.1700 -0.2201
H 1.8979 -0.4102 -0.4291
H 0.8425 0.4138 -2.1718
H 0.9575 1.7541 -1.1447
H -1.6128 -0.1097 -1.3833
H -1.5773 1.4079 -0.5014
H -1.4003 1.4058 -2.2641
H -1.3851 -2.7414 -0.7356
H -0.2077 -3.4710 0.1940
O -0.5313 -2.6399 -0.2182

Calculated values
LUMO (alpha / beta), eV: 0.65 / 0.61
ΔE to the lowest compared entry with this formula, charge and spin, kJ/mol: 208.1
F_max, eV Å⁻¹: 3.78
2S+1: 2
Energy, Ha: -290.64390

These are the Löwdin partial charges, in e, on atoms 1 to 5: atom 1 (C): -0.100, atom 2 (C): -0.282, atom 3 (N): -0.027, atom 4 (C): -0.215, atom 5 (C): -0.128



ORCA calculation (ωB97M-V with the def2-TZVPD basis set) on 3 unconnected molecules or ions with the total composition C4H14NO in a non-equilibrium geometry.

CARTESIAN COORDINATES (ANGSTROEM)
C 2.4509 -0.5186 0.5702
C 2.8948 0.4397 -0.5113
N -1.9105 0.1284 -1.1472
C -2.5923 0.1385 0.1087
C -1.8161 0.8592 1.1921
H 1.4055 -0.9268 0.2869
H 2.2528 0.0022 1.5087
H 3.0060 -1.4302 0.7806
H 3.7678 0.0375 -1.0325
H 2.1197 0.3880 -1.2868
H 3.0974 1.4630 -0.2234
H -1.0465 -0.5097 -1.2315
H -2.8692 -0.8992 0.3688
H -3.5236 0.6693 -0.1111
H -0.8189 0.4326 1.3325
H -1.5271 1.8000 0.7108
H -2.3077 1.0583 2.1338
H -2.5864 0.0068 -1.9037
H 0.0453 -1.9530 -1.0758
O -0.0420 -1.1861 -0.4696

Calculated values
LUMO, eV: -9.36
ΔE to the lowest compared entry with this formula, charge and spin, kJ/mol: 740.2
Net charge: +1
F_max, eV Å⁻¹: 1.91
Energy, Ha: -290.29328

These are the Löwdin partial charges, in e, on atoms 1 to 5: atom 1 (C): -0.073, atom 2 (C): -0.109, atom 3 (N): 0.200, atom 4 (C): -0.262, atom 5 (C): -0.052



ORCA calculation (ωB97M-V with the def2-TZVPD basis set) on 2 unconnected molecules or ions with the total composition C4H14NO in a non-equilibrium geometry.

CARTESIAN COORDINATES (ANGSTROEM)
C 1.0563 -0.1434 0.2404
C -0.2895 0.5333 0.5365
C -0.1607 1.0462 1.9674
C -0.5417 1.7212 -0.4367
N 1.0574 -0.8894 -1.0682
H 1.8954 0.5453 0.2652
H 1.2504 -0.8641 1.0295
H -1.0422 -0.2138 0.2831
H 0.8055 0.8821 2.4216
H -0.2458 2.1333 2.0259
H -0.8910 0.6864 2.6821
H -0.1734 1.6578 -1.4605
H -0.3120 2.7128 -0.0482
H -1.6387 1.7610 -0.4256
H 1.0306 -1.9069 -1.0625
H 0.1723 -0.6399 -1.5216
H 1.7836 -0.6371 -1.7416
H -1.9786 -2.5226 -1.3123
H -0.7098 -3.3329 -1.3861
O -1.0684 -2.5291 -0.9882

Calculated values
LUMO, eV: -3.45
ΔE to the lowest compared entry with this formula, charge and spin, kJ/mol: 94.7
Net charge: +1
F_max, eV Å⁻¹: 2.37
Energy, Ha: -290.53916

These are the Löwdin partial charges, in e, on atoms 1 to 5: atom 1 (C): -0.136, atom 2 (C): -0.382, atom 3 (C): -0.050, atom 4 (C): -0.058, atom 5 (N): 0.178



ORCA calculation (ωB97M-V with the def2-TZVPD basis set) on 2 unconnected molecules or ions with the total composition C4H14NO2 in a non-equilibrium geometry.

CARTESIAN COORDINATES (ANGSTROEM)
C 1.1023 1.9638 0.0727
O 2.4142 1.7164 0.4255
C 0.2515 0.7053 -0.2320
C -1.1704 0.8997 -0.1190
C -2.0177 -0.3469 -0.0833
N 0.7339 -0.3694 0.6545
H 1.0640 2.5311 -0.9804
H 0.6389 2.5278 0.8890
H 3.0416 1.4465 -0.2647
H 0.5610 0.2793 -1.1528
H -1.6108 1.6375 -0.7925
H -1.4871 1.3391 0.8859
H -3.0679 -0.2969 -0.2686
H -2.0279 -0.7973 0.9439
H -1.6484 -1.0857 -0.8647
H 0.1399 -0.5727 1.5562
H 0.7096 -1.3240 0.1568
H 1.5802 0.0615 0.9036
H 0.4726 -3.6318 -1.2445
H -0.2031 -3.5752 0.0138
O 0.5234 -3.1080 -0.4994

Calculated values
LUMO (alpha / beta), eV: 0.68 / 0.51
ΔE to the lowest compared entry with this formula, charge and spin, kJ/mol: 240.9
F_max, eV Å⁻¹: 4.88
2S+1: 2
Energy, Ha: -365.86130

These are the Löwdin partial charges, in e, on atoms 1 to 5: atom 1 (C): -0.264, atom 2 (O): -0.091, atom 3 (C): -0.412, atom 4 (C): -0.279, atom 5 (C): -0.171



ORCA calculation (ωB97M-V with the def2-TZVPD basis set) on 2 unconnected molecules or ions with the total composition C4H14NO2 in a non-equilibrium geometry.

CARTESIAN COORDINATES (ANGSTROEM)
C -0.0838 0.2986 -2.7049
C -0.0848 0.8348 -1.2868
C -0.3725 -0.0583 -0.1220
C 0.3281 -1.4717 -0.1468
O -0.0582 0.6061 1.0843
N 1.4231 1.4118 -0.9880
H -0.9115 -0.3912 -2.8971
H 0.8259 -0.2514 -2.9513
H -0.1766 1.1421 -3.3902
H -0.6378 1.7617 -1.1519
H -1.4525 -0.2914 -0.0619
H 0.3050 -2.0383 -1.0710
H -0.3664 -1.9218 0.5864
H 1.2431 -1.5210 0.4409
H -0.4788 0.1181 1.7984
H 1.2889 1.8614 -0.0703
H 1.7141 2.1854 -1.6377
H 2.0814 0.6248 -0.8474
H -1.8781 -1.9102 3.7033
H -0.8719 -0.9721 4.2638
O -1.1410 -1.3536 3.4268

Calculated values
LUMO (alpha / beta), eV: 0.33 / 0.26
ΔE to the lowest compared entry with this formula, charge and spin, kJ/mol: 152.2
F_max, eV Å⁻¹: 2.60
2S+1: 2
Energy, Ha: -365.89509

These are the Löwdin partial charges, in e, on atoms 1 to 5: atom 1 (C): -0.090, atom 2 (C): -0.321, atom 3 (C): -0.451, atom 4 (C): -0.052, atom 5 (O): -0.078



ORCA calculation (ωB97M-V with the def2-TZVPD basis set) on 2 unconnected molecules or ions with the total composition C4H14NO2 in a non-equilibrium geometry.

CARTESIAN COORDINATES (ANGSTROEM)
C -0.3461 -0.4683 -1.5117
C -0.4949 1.0155 -1.0222
C -0.1546 1.3411 0.4340
C -1.3012 0.6386 1.3653
O -2.4932 0.6165 0.4960
N 0.9501 -1.1516 -1.0258
H -1.1393 -1.0621 -1.0767
H -0.4910 -0.6280 -2.6219
H -1.5133 1.2469 -1.2666
H 0.2585 1.4645 -1.6758
H 0.8637 1.1482 0.7676
H -0.3970 2.3868 0.5628
H -1.3612 1.2894 2.3050
H -1.0104 -0.4310 1.5378
H -2.9727 1.3656 0.8164
H 1.7619 -0.5327 -1.0850
H 0.9040 -1.5886 -0.0615
H 1.2189 -1.8420 -1.7059
H 2.6465 -1.6888 1.8879
H 3.9650 -1.3191 1.1472
O 3.0427 -1.4801 1.0111

Calculated values
LUMO, eV: -3.37
ΔE to the lowest compared entry with this formula, charge and spin, kJ/mol: 185.0
Net charge: +1
F_max, eV Å⁻¹: 3.31
Energy, Ha: -365.76027

These are the Löwdin partial charges, in e, on atoms 1 to 5: atom 1 (C): -0.116, atom 2 (C): -0.190, atom 3 (C): -0.153, atom 4 (C): -0.173, atom 5 (O): -0.099



ORCA calculation (ωB97M-V with the def2-TZVPD basis set) on 3 unconnected molecules or ions with the total composition C4H14NO2 in a non-equilibrium geometry.

CARTESIAN COORDINATES (ANGSTROEM)
C -0.2921 1.0876 0.5343
N -0.5334 0.6051 -0.9660
C 0.7442 0.0349 -1.6741
C 1.7846 -0.2577 -0.6093
C 1.2156 0.6122 0.6809
H -0.3536 2.2184 0.6210
H -0.8900 0.5360 1.2336
H -0.9931 1.4637 -1.3269
H -1.2922 -0.2673 -0.9042
H 1.0838 0.9653 -2.3553
H 0.3324 -0.7930 -2.3820
H 1.9960 -1.1623 -0.3475
H 2.8159 0.0699 -1.1723
H 1.8086 1.5578 0.6375
H 1.5654 -0.1220 1.5145
H -1.1831 -2.5735 -0.9508
H -2.6273 -2.0262 -1.1946
O -1.6434 -1.7441 -1.2430
H -1.9870 0.0454 3.2467
H -0.4187 0.0074 3.6466
O -1.1325 -0.2577 3.0108

Calculated values
LUMO, eV: -3.08
ΔE to the lowest compared entry with this formula, charge and spin, kJ/mol: 293.3
Net charge: +1
F_max, eV Å⁻¹: 7.74
Energy, Ha: -365.71900

These are the Löwdin partial charges, in e, on atoms 1 to 5: atom 1 (C): -0.076, atom 2 (N): -0.009, atom 3 (C): -0.139, atom 4 (C): -0.141, atom 5 (C): -0.115



ORCA calculation (ωB97M-V with the def2-TZVPD basis set) on 3 unconnected molecules or ions with the total composition C4H14NO2 in a non-equilibrium geometry.

CARTESIAN COORDINATES (ANGSTROEM)
C -0.8394 1.6884 1.4313
C -0.9103 0.2316 1.0654
C 0.4669 -0.1837 0.9422
C 1.2450 -0.7313 1.8559
N 1.1012 0.1269 -0.3284
H 0.0745 1.9867 1.7689
H -0.9782 2.3287 0.6363
H -1.6007 1.9741 2.2023
H -1.4605 -0.5242 1.6901
H -1.5020 0.1746 0.0955
H 1.0098 -1.3375 2.7419
H 2.3691 -0.8056 1.9027
H 1.7028 0.9126 -0.1341
H 0.5464 0.3488 -1.2287
H 1.7338 -0.6274 -0.7234
H 0.6733 -3.0757 -1.7799
H -0.5893 -2.4103 -2.1295
O 0.3723 -2.2533 -2.0663
H -1.3965 1.3849 -2.2818
H -1.0847 0.2018 -3.3036
O -0.9336 0.5901 -2.3568

Calculated values
LUMO, eV: -3.08
ΔE to the lowest compared entry with this formula, charge and spin, kJ/mol: 246.6
Net charge: +1
F_max, eV Å⁻¹: 4.24
Energy, Ha: -365.73678

These are the Löwdin partial charges, in e, on atoms 1 to 5: atom 1 (C): -0.068, atom 2 (C): -0.200, atom 3 (C): -0.381, atom 4 (C): 0.100, atom 5 (N): 0.207



ORCA calculation (ωB97M-V with the def2-TZVPD basis set) on 3 unconnected molecules or ions with the total composition C4H14NO3 in a non-equilibrium geometry.

CARTESIAN COORDINATES (ANGSTROEM)
C 1.5927 2.1422 0.1354
N 0.4548 1.7863 -0.8601
C 0.1034 0.3599 -0.9061
C -1.4596 0.1292 -1.0680
C -2.0413 -0.0140 0.4872
O -2.2213 -1.3819 0.6377
H 2.4741 1.6186 -0.3038
H 1.4976 1.7047 1.1869
H 1.6410 3.1464 0.0710
H -0.4682 2.3165 -0.7233
H 0.5808 -0.2582 -0.0647
H 0.5941 0.0022 -1.9514
H -1.9485 0.8243 -1.6300
H -1.6536 -0.9152 -1.4594
H -1.2965 0.4041 1.0936
H -3.1190 0.3944 0.6099
H 0.4484 -2.7044 1.9368
H -1.1527 -1.7436 1.0591
O 0.2540 -1.9359 1.5407
H 2.5103 -1.5140 0.0861
H 1.0862 -2.1431 0.3201
O 2.1232 -2.2186 -0.1975

Calculated values
LUMO, eV: 3.81
ΔE to the lowest compared entry with this formula, charge and spin, kJ/mol: 324.7
Net charge: -1
F_max, eV Å⁻¹: 9.39
Energy, Ha: -441.19513

These are the Löwdin partial charges, in e, on atoms 1 to 5: atom 1 (C): -0.107, atom 2 (N): -0.158, atom 3 (C): -0.284, atom 4 (C): -0.136, atom 5 (C): -0.325



ORCA calculation (ωB97M-V with the def2-TZVPD basis set) on 2 unconnected molecules or ions with the total composition C4H14NO3 in a non-equilibrium geometry.

CARTESIAN COORDINATES (ANGSTROEM)
C 0.8517 0.7262 1.5235
O 0.8911 -0.2847 2.6386
C 0.4240 0.0049 0.2668
C -0.8031 0.6131 -0.4336
C -2.0417 0.5817 0.4529
O -1.1678 -0.3241 -1.4804
N 0.1853 -1.5154 0.5046
H 0.1119 1.3952 1.9231
H 1.8502 1.0898 1.4649
H 1.4621 0.1251 3.3024
H 1.2302 -0.0079 -0.4714
H -0.6560 1.5867 -0.8699
H -1.9514 1.2596 1.3092
H -2.1476 -0.3908 0.9408
H -2.9162 0.8559 -0.1224
H -0.5329 -0.2115 -2.2042
H 1.0006 -2.0629 0.1273
H -0.7308 -1.7959 0.1215
H 0.0638 -1.8218 1.4759
H 1.9786 -0.1561 -3.3350
H 1.2995 1.2017 -3.3884
O 1.2810 0.3615 -2.9174

Calculated values
LUMO (alpha / beta), eV: 0.39 / 0.27
ΔE to the lowest compared entry with this formula, charge and spin, kJ/mol: 254.6
F_max, eV Å⁻¹: 3.04
2S+1: 2
Energy, Ha: -441.13393

These are the Löwdin partial charges, in e, on atoms 1 to 5: atom 1 (C): -0.177, atom 2 (O): -0.158, atom 3 (C): -0.287, atom 4 (C): -0.384, atom 5 (C): -0.056



ORCA calculation (ωB97M-V with the def2-TZVPD basis set) on 4 unconnected molecules or ions with the total composition C4H14NO3 in a non-equilibrium geometry.

CARTESIAN COORDINATES (ANGSTROEM)
C 0.1020 2.2667 0.5432
C -0.4170 0.8673 0.8179
C -1.2918 0.5579 1.7870
C 0.1651 -1.2616 0.2106
N -0.1270 -0.0946 -0.2516
H 1.1132 2.2469 0.1494
H -0.5119 3.0461 0.1067
H 0.1835 2.7835 1.4976
H -1.8330 -0.3916 1.9951
H -1.4765 1.2861 2.5916
H 0.5722 -2.0786 -0.4151
H 0.2436 -1.5149 1.2671
H -0.1278 0.3576 -1.1837
H 2.4376 -0.8245 1.8196
H 3.6106 -1.2787 0.8912
O 2.6949 -1.0000 0.9070
H -2.5210 -2.8766 -0.6157
H -1.6696 -2.0319 -1.6387
O -1.8029 -2.2875 -0.7507
H 0.2277 -0.0511 -3.3587
H 0.2883 1.5027 -3.4955
O 0.1397 0.7768 -2.8741

Calculated values
LUMO, eV: -3.53
ΔE to the lowest compared entry with this formula, charge and spin, kJ/mol: 205.9
Net charge: +1
F_max, eV Å⁻¹: 3.45
Energy, Ha: -440.97999

These are the Löwdin partial charges, in e, on atoms 1 to 5: atom 1 (C): -0.031, atom 2 (C): -0.320, atom 3 (C): 0.095, atom 4 (C): 0.070, atom 5 (N): 0.100



ORCA calculation (ωB97M-V with the def2-TZVPD basis set) on 4 unconnected molecules or ions with the total composition C4H14NO3 in a non-equilibrium geometry.

CARTESIAN COORDINATES (ANGSTROEM)
C 0.4951 1.5516 1.0010
C 0.2403 0.6522 -0.1750
C 0.2726 0.9997 -1.4562
C -0.2954 -1.7064 -0.5829
N -0.2182 -0.6776 0.1650
H 0.3253 0.9734 1.8991
H 1.4911 1.9713 0.8821
H -0.1316 2.4456 1.0044
H -0.0151 0.4472 -2.3341
H 0.4349 2.0653 -1.5787
H -0.5009 -2.6449 -0.0857
H -0.1491 -1.6201 -1.6487
H -0.4325 -0.8554 1.1487
H -3.0672 2.0607 -2.9567
H -1.9436 3.1213 -2.8145
O -2.2025 2.2289 -2.5610
H 2.5604 -3.0006 -0.3426
H 3.1096 -1.8015 0.3901
O 2.3160 -2.1086 -0.0632
H -0.7662 -1.5963 3.8080
H 0.3284 -0.6090 3.5643
O -0.5850 -0.7912 3.3047

Calculated values
LUMO, eV: -4.41
ΔE to the lowest compared entry with this formula, charge and spin, kJ/mol: 158.7
Net charge: +1
F_max, eV Å⁻¹: 1.40
Energy, Ha: -440.99794

These are the Löwdin partial charges, in e, on atoms 1 to 5: atom 1 (C): -0.004, atom 2 (C): -0.307, atom 3 (C): 0.104, atom 4 (C): 0.151, atom 5 (N): 0.087